25
Properties=species:S:1:pos:R:3:forces:R:3:nbo_charge:R:1 method="wB97M-V/def2-TZVPD" e_homo_ev=-8.99 charge=0 e_lumo_ev=0.08 e_above_lowest_ev=0.000 orbital_gap_ev=9.076
C 3.85847 -0.50274 0.48939 -0.015 -0.070 -0.053 -0.67
C 3.22243 0.37931 -0.56779 0.124 -0.041 0.154 -0.13
I 4.62723 1.58578 -1.55245 0.056 0.055 -0.036 0.15
C 1.91881 0.41988 -0.83248 -0.002 0.037 0.196 -0.69
I 1.08647 1.70687 -2.24745 -0.027 0.023 -0.176 0.19
Si 0.61514 -0.56453 0.09177 -0.071 -0.085 -0.054 1.29
S -0.21905 -2.02333 -1.23590 -0.034 -0.060 -0.040 -0.44
C -0.71445 0.51163 0.84803 -0.001 0.067 0.042 -0.92
C -1.88205 1.09770 0.06150 0.179 0.037 -0.183 0.09
O -2.68951 1.92098 0.90859 -0.040 -0.036 0.155 -0.73
C -2.80048 0.05111 -0.56342 -0.070 0.117 0.020 -0.25
N -3.13420 -1.02803 0.36725 -0.058 -0.015 -0.053 -0.86
H 3.67426 -0.11000 1.49208 -0.017 0.046 -0.073 0.23
H 3.45304 -1.51377 0.44875 0.011 0.035 0.010 0.23
H 4.93550 -0.56144 0.35275 -0.052 -0.018 -0.031 0.23
H 1.29362 -1.25009 1.20859 -0.023 -0.003 0.021 -0.18
H 0.96895 -2.55811 -1.55573 0.025 0.007 0.013 0.16
H -0.13496 1.33856 1.28641 -0.096 -0.031 0.045 0.24
H -1.13592 -0.08408 1.66650 0.080 0.023 -0.031 0.27
H -1.49680 1.73425 -0.74392 -0.095 -0.074 0.077 0.18
H -2.25005 2.03128 1.75678 -0.015 0.001 -0.061 0.47
H -2.32779 -0.35377 -1.46027 0.040 -0.006 0.060 0.20
H -3.68932 0.59879 -0.89568 0.037 -0.076 -0.044 0.20
H -3.12478 -1.93145 -0.08691 -0.008 0.060 -0.008 0.37
H -4.05456 -0.89479 0.76360 0.074 0.005 0.050 0.37

=====

11
Properties=species:S:1:pos:R:3:forces:R:3:nbo_charge:R:1 method="wB97M-V/def2-TZVPD" e_homo_ev=-9.95 charge=0 e_lumo_ev=0.76 e_above_lowest_ev=2.310 orbital_gap_ev=10.714
O 1.39064 -1.38203 0.63253 -0.676 -0.676 0.240 -0.52
C 0.24345 -1.01351 0.70090 0.255 -0.414 0.066 0.41
C 0.26153 1.28860 -0.13481 0.179 0.367 -0.003 -0.28
O -0.94092 0.59446 -0.45606 -0.012 -0.057 0.089 -0.52
C -0.69583 -0.79644 -0.47718 0.147 -0.346 -0.020 -0.16
H 1.05021 0.58094 0.12588 0.040 0.905 -0.163 0.20
H -0.17490 -0.56046 1.62899 0.052 -0.449 0.069 0.12
H 0.05350 1.90633 0.74206 0.193 0.283 -0.299 0.19
H 0.65314 1.84448 -0.98462 -0.322 0.339 -0.054 0.19
H -1.64002 -1.33398 -0.32900 0.118 0.170 -0.076 0.20
H -0.22967 -1.09984 -1.42255 0.027 -0.121 0.152 0.18

=====

90
Properties=species:S:1:pos:R:3:forces:R:3:mulliken_charge:R:1 method="wB97M-V/def2-TZVPD" e_homo_ev=-2.21 charge=-1 e_lumo_ev=2.20 orbital_gap_ev=4.417
C -1.12267 -0.66215 0.95455 0.020 0.131 -0.346 -1.52
C -2.19969 -0.41704 -0.10729 0.074 0.100 0.123 1.24
C -1.66361 -0.75474 -1.51020 -0.148 -0.078 -0.090 -1.73
C -3.56109 -1.06839 0.20008 0.264 -0.364 -0.134 -1.41
C -3.70518 -2.57873 -0.04941 -0.559 0.177 0.124 1.13
C -5.18663 -2.92710 -0.27124 0.140 0.120 -0.141 -1.78
C -3.18649 -3.40185 1.13369 0.012 -0.044 -0.121 -0.50
O -3.02895 -4.76876 0.86051 -0.201 -0.114 0.183 -0.41
N -2.21545 -5.00496 -0.34154 0.162 0.109 -0.098 -0.77
C -0.86136 -4.74102 0.05497 0.036 0.132 0.050 0.47
C -0.02052 -5.54256 -0.88588 0.302 0.211 -0.377 -0.16
O 0.61355 -5.08230 -1.81986 -0.190 -0.200 0.349 -0.55
H -0.25568 -0.03834 0.71257 -0.031 0.004 0.168 0.35
H -1.47792 -0.39521 1.95320 0.040 -0.046 -0.037 0.19
H -0.77731 -1.69736 0.94851 -0.054 0.016 0.067 0.16
H -2.38164 0.66662 -0.08622 -0.101 -0.074 0.007 0.38
H -2.43904 -1.18611 -2.14877 -0.017 0.098 0.039 0.47
H -1.28990 0.14340 -2.00746 0.103 -0.075 0.026 0.31
H -0.85409 -1.48857 -1.47659 -0.073 0.022 0.040 0.34
H -3.81224 -0.87406 1.25303 -0.124 0.173 -0.068 0.20
H -4.29651 -0.55276 -0.42573 -0.040 0.004 0.124 0.44
H -3.18580 -2.89086 -0.95609 0.297 -0.022 0.175 0.37
H -5.28858 -3.95688 -0.61700 0.006 -0.001 0.116 0.41
H -5.76112 -2.80551 0.65509 0.003 -0.024 -0.011 0.28
H -5.62699 -2.26375 -1.02596 0.004 -0.089 -0.014 0.42
H -3.94116 -3.34267 1.93491 0.069 0.011 0.032 0.59
H -2.26887 -2.95166 1.54733 0.060 -0.104 -0.156 -0.15
H -0.65216 -5.10998 1.08236 0.024 -0.037 -0.055 0.22
H -0.49899 -3.68227 0.01763 -0.040 -0.039 -0.019 -0.38
H -0.03165 -6.63795 -0.72850 -0.139 -0.022 0.056 0.34
F 1.40887 0.19051 -1.48372 0.014 0.029 -0.068 -0.32
C 2.35156 0.79086 -0.73850 0.075 -0.015 0.100 0.35
C 2.98814 1.90836 -1.24075 -0.001 0.069 -0.099 -0.49
C 3.97164 2.51623 -0.47407 0.011 -0.007 0.035 -0.06
C 4.29931 2.00661 0.77474 0.009 -0.007 -0.003 -0.77
C 3.64164 0.88209 1.25715 0.021 0.037 -0.040 -0.42
C 2.65854 0.26141 0.50041 -0.026 -0.068 0.041 -0.45
H 2.71990 2.28495 -2.21981 -0.021 0.004 0.006 0.57
H 4.48076 3.39138 -0.85639 -0.007 0.010 0.002 0.26
H 5.06674 2.48389 1.36974 0.002 0.002 0.004 0.39
H 3.89462 0.48070 2.22965 -0.015 -0.009 0.010 0.42
H 2.13088 -0.61323 0.85649 -0.011 -0.003 -0.016 0.56
F -5.41853 1.50099 0.54001 0.016 0.176 -0.029 -0.28
C -6.44497 1.36177 1.39399 -0.051 -0.109 0.066 0.38
C -6.62769 2.30682 2.38427 0.028 0.068 0.001 -0.55
C -7.68941 2.14868 3.26355 -0.024 -0.045 -0.023 -0.30
C -8.54035 1.05812 3.14729 -0.008 0.005 0.012 -0.52
C -8.32843 0.11947 2.14591 0.012 0.042 0.025 -0.42
C -7.27441 0.26593 1.25654 -0.009 -0.067 -0.042 -0.20
H -5.94600 3.14313 2.45944 0.009 -0.007 -0.015 0.41
H -7.84908 2.88028 4.04476 0.009 0.006 0.008 0.35
H -9.36316 0.93690 3.83928 -0.003 -0.002 0.001 0.37
H -8.98207 -0.73823 2.05883 -0.002 -0.008 -0.011 0.36
H -7.08071 -0.45767 0.47597 0.035 -0.002 0.009 0.40
F 4.20055 5.84296 -1.85108 0.007 0.017 0.009 -0.37
C 4.03906 5.49089 -3.14408 -0.010 -0.057 -0.074 0.37
C 2.79505 5.63771 -3.72414 -0.076 0.029 0.046 -0.49
C 2.63747 5.27165 -5.05306 0.051 -0.017 -0.009 -0.32
C 3.71140 4.76815 -5.77516 -0.010 -0.009 -0.001 -0.55
C 4.95039 4.62693 -5.16512 -0.031 -0.016 -0.018 -0.47
C 5.12231 4.98896 -3.83655 0.086 -0.004 0.036 -0.25
H 1.97185 6.02576 -3.13985 0.012 -0.001 0.014 0.44
H 1.66944 5.37813 -5.52387 -0.014 -0.004 0.006 0.38
H 3.58107 4.48063 -6.80969 0.002 -0.003 -0.005 0.40
H 5.78726 4.22246 -5.71911 0.011 -0.006 0.008 0.43
H 6.07775 4.88479 -3.34007 -0.010 -0.009 0.014 0.43
F 0.56067 -0.71984 3.57022 0.179 0.072 -0.003 -0.13
C 0.17473 -1.07639 4.80686 -0.120 -0.099 0.055 0.33
C 0.94702 -0.70160 5.88836 0.058 0.055 -0.009 -0.64
C 0.53381 -1.07719 7.15882 -0.050 -0.028 -0.009 -0.33
C -0.62868 -1.81658 7.32822 0.005 0.004 0.012 -0.58
C -1.38347 -2.18294 6.22123 0.039 0.019 0.026 -0.43
C -0.98609 -1.81221 4.94548 -0.056 -0.039 -0.053 -0.22
H 1.85071 -0.12862 5.73000 -0.006 0.005 -0.017 0.41
H 1.12459 -0.79055 8.01901 0.014 0.001 0.001 0.35
H -0.94407 -2.10971 8.32078 -0.003 -0.002 0.003 0.36
H -2.28588 -2.76591 6.34769 -0.011 -0.001 -0.013 0.38
H -1.55346 -2.09046 4.06662 0.017 -0.007 -0.018 0.49
F 7.23769 1.83637 -5.59759 0.007 0.013 -0.007 -0.32
C 6.82286 0.93290 -4.67585 -0.024 -0.048 0.077 0.49
C 7.75466 0.09232 -4.10298 0.080 0.001 -0.020 -0.56
C 7.32087 -0.82569 -3.15588 -0.055 0.026 0.005 -0.25
C 5.98049 -0.89075 -2.80089 0.019 -0.010 0.016 -0.76
C 5.06603 -0.03308 -3.39608 0.022 -0.042 0.020 -0.31
C 5.48543 0.89058 -4.34201 -0.096 0.102 -0.048 -0.46
H 8.79355 0.15907 -4.39679 -0.005 0.014 -0.006 0.42
H 8.03640 -1.49230 -2.69306 0.010 -0.007 -0.005 0.36
H 5.64722 -1.60640 -2.06186 -0.012 -0.005 -0.003 0.43
H 4.02094 -0.08103 -3.12235 -0.004 -0.012 -0.001 0.50
H 4.79033 1.57453 -4.81159 0.013 -0.001 -0.012 0.47